# C5H13P

2 unconnected molecules or ions with the total composition C5H13P (ωB97M-V with the def2-TZVPD basis set, OMol25).

HOMO-LUMO gap (alpha / beta) ... 7.5 / 8.5 eV
Expectation value of S² ... 2.006
Spin multiplicity ... 3
ΔE to the lowest compared entry with this formula, charge and spin ... 1.502 eV

```
19
Properties=species:S:1:pos:R:3:forces:R:3:nbo_charge:R:1
C 0.0182 -0.0494 -1.7207 2.324 3.007 1.756 -0.68
C -1.1107 1.0709 0.3017 -1.188 -2.035 -3.669 -0.71
C 1.2531 1.8258 -0.5017 0.205 -2.424 -0.678 -0.70
C -0.4997 -2.2151 1.6713 -0.213 -1.715 0.168 -1.00
C 0.1878 0.7309 -0.3585 -0.012 1.353 -3.499 0.17
P 0.8712 -1.0462 1.8459 1.171 -0.543 0.536 0.38
H -0.5704 -0.8822 -1.6274 -1.046 -2.469 0.151 0.20
H -0.4839 0.6158 -2.4067 -0.349 0.468 -0.353 0.21
H 1.0337 -0.1652 -2.1270 -0.440 -0.669 -0.025 0.21
H -1.7185 0.1640 -0.0462 0.068 1.250 0.870 0.20
H -1.6421 1.9369 -0.1905 0.671 -0.436 0.794 0.22
H -1.1173 1.0513 1.3357 0.038 0.535 2.180 0.22
H 2.2755 1.3067 -0.4639 -1.121 1.279 0.565 0.22
H 1.2355 2.3462 -1.4709 -0.234 -0.395 -0.152 0.21
H 0.9481 2.5615 0.1859 0.850 1.028 1.423 0.22
H -0.9486 -2.7040 2.5860 0.622 0.731 -0.864 0.24
H -0.0318 -2.9779 1.0159 -1.036 0.006 0.567 0.23
H -1.2890 -1.7371 1.1123 -0.509 0.092 -0.174 0.23
H 1.5889 -1.8329 0.8587 0.199 0.937 0.407 -0.08
```
Forces are in eV/Å.

***

# C5H13PS

A molecular structure, C5H13PS (ωB97M-V with the def2-TZVPD basis set, OMol25).

HOMO-LUMO gap ... 9.0 eV
ΔE to the lowest compared entry with this formula, charge and spin ... 2.515 eV

```
20
Properties=species:S:1:pos:R:3:forces:R:3:nbo_charge:R:1
C 1.0047 1.5545 1.2184 0.141 -0.341 -2.063 -0.62
C 1.7043 -0.8710 1.0016 2.624 -0.286 0.183 -0.63
C -2.5648 0.5510 -0.4670 1.959 -0.380 -0.918 -0.77
C -0.3429 -1.5494 -1.5316 0.640 -0.714 -1.876 -1.01
C 0.5618 0.0874 0.9013 -0.233 1.391 -0.892 -0.51
P -0.2361 0.2043 -0.8466 -3.050 -0.441 0.587 1.13
S 0.4398 1.6087 -2.0227 0.087 -0.700 0.208 -0.55
H 1.8367 1.8248 0.4544 -1.391 -0.321 1.369 0.23
H 0.1293 2.1811 0.9852 0.535 0.226 0.287 0.22
H 1.3600 1.7335 2.2244 -0.020 -0.262 0.263 0.22
H 1.5330 -1.9226 1.3608 -0.256 1.133 -0.380 0.22
H 2.5112 -0.3962 1.6941 -1.315 -0.962 -1.079 0.22
H 2.1788 -0.9250 -0.0020 0.119 -0.214 0.623 0.22
H -2.6040 0.7295 0.5800 -0.058 -0.137 0.960 0.19
H -3.0020 1.4169 -0.9636 0.859 0.252 -0.279 0.21
H -3.1980 -0.2828 -0.7884 0.659 -0.307 0.259 0.20
H -1.3759 -2.0405 -1.4080 1.625 0.959 0.003 0.26
H -0.1841 -1.3241 -2.6963 -0.357 -0.785 2.489 0.27
H 0.4920 -2.3143 -1.1881 -1.638 1.823 -0.587 0.25
H -0.2438 -0.2658 1.4944 -0.931 0.066 0.843 0.22
```
Forces are in eV/Å.

***

# C5H14

2 unconnected molecules or ions with the total composition C5H14 (ωB97M-V with the def2-TZVPD basis set, OMol25).

Net charge ... -1
HOMO-LUMO gap (alpha / beta) ... 2.7 / 11.9 eV
Expectation value of S² ... 0.750
Spin multiplicity ... 2
ΔE to the lowest compared entry with this formula, charge and spin ... 1.244 eV

```
19
Properties=species:S:1:pos:R:3:forces:R:3:nbo_charge:R:1
C -0.3849 -1.7471 0.1299 1.432 0.172 -2.740 -0.51
C 0.9198 -1.4426 -0.7647 -0.787 0.632 -1.391 -0.85
C -0.2855 -3.1569 0.7577 -1.377 1.881 1.436 -0.67
H -0.4649 -0.9433 0.8302 -0.158 0.293 0.670 0.20
H -1.1862 -1.6119 -0.6133 -0.190 -0.225 0.547 0.19
H 1.8474 -1.7175 -0.2365 -0.244 0.349 -0.094 0.18
H 0.9699 -0.3223 -1.1526 -0.141 -2.120 1.054 0.19
H -0.4010 -2.9439 1.8899 0.265 -1.086 -1.602 0.19
H -1.0273 -3.8832 0.3793 0.304 0.351 0.305 0.20
H 0.9008 -2.0652 -1.7424 -0.065 0.731 1.517 0.17
H 0.6984 -3.4406 0.4959 0.968 -1.041 0.293 0.20
C 0.3122 3.1310 -0.5057 -1.096 0.254 -2.052 -0.87
C -0.7339 2.6624 0.5692 -0.306 0.712 -2.082 -0.78
H 0.8508 2.3920 -1.1285 -0.422 -0.491 0.841 0.20
H -0.1791 3.6980 -1.3452 0.237 -0.054 0.859 0.18
H 1.1411 3.7469 -0.1323 -0.536 0.062 0.414 0.19
H -0.0844 2.4349 1.3323 0.817 -0.508 2.635 0.20
H -1.3906 1.8022 0.4341 0.607 -0.394 -0.852 0.20
H -1.5025 3.4072 0.8028 0.690 0.481 0.242 0.19
```
Forces are in eV/Å.

***

# C5H14

2 unconnected molecules or ions with the total composition C5H14 (ωB97M-V with the def2-TZVPD basis set, OMol25).

Net charge ... -1
HOMO-LUMO gap (alpha / beta) ... 2.6 / 11.9 eV
Expectation value of S² ... 0.750
Spin multiplicity ... 2
ΔE to the lowest compared entry with this formula, charge and spin ... 0.714 eV

```
19
Properties=species:S:1:pos:R:3:forces:R:3:nbo_charge:R:1
C 1.1650 -1.3851 -1.2604 1.652 -0.226 0.050 -0.81
C 1.5845 -0.2062 -2.1743 -2.728 -0.054 -0.243 -0.86
H 1.1328 -1.1162 -0.2025 0.101 -0.092 -0.130 0.20
H 0.2362 -1.9076 -1.4854 -0.221 0.418 -0.333 0.19
H 1.9596 -2.1197 -1.4565 -0.219 -0.251 0.794 0.19
H 1.8388 0.7371 -1.6899 0.469 -0.334 0.207 0.20
H 0.6182 0.0336 -2.6722 0.682 0.291 -0.348 0.19
H 2.2828 -0.5295 -2.9356 0.263 0.239 -0.032 0.19
C -1.5376 0.6439 1.4653 0.310 -0.126 0.008 -0.45
C -0.3808 -0.0493 2.2631 -1.994 0.868 0.085 -0.78
C -1.1349 1.1002 0.0415 0.242 0.169 0.942 -0.78
H -2.4436 0.0283 1.4586 0.130 -0.030 0.032 0.18
H -1.7935 1.5294 2.0562 -0.073 0.132 -0.295 0.18
H -0.5097 -1.1196 2.1272 0.993 -0.145 -0.149 0.20
H -0.5825 0.1775 3.3195 0.161 -0.277 0.015 0.18
H -0.0637 1.2925 0.1155 0.019 0.413 -0.413 0.19
H -1.2459 0.4136 -0.7931 -0.233 -0.394 0.211 0.20
H 0.5465 0.4564 2.0112 0.352 -0.696 -0.152 0.20
H -1.6722 2.0206 -0.1882 0.094 0.096 -0.250 0.19
```
Forces are in eV/Å.

***

# C5H14

2 unconnected molecules or ions with the total composition C5H14 (ωB97M-V with the def2-TZVPD basis set, OMol25).

Net charge ... -1
HOMO-LUMO gap (alpha / beta) ... 2.9 / 11.4 eV
Expectation value of S² ... 0.751
Spin multiplicity ... 2
ΔE to the lowest compared entry with this formula, charge and spin ... 0.636 eV

```
19
Properties=species:S:1:pos:R:3:forces:R:3:nbo_charge:R:1
C 1.1006 -1.6208 1.1989 0.611 -2.992 1.206 -0.50
C -0.3890 -2.0537 1.1540 0.602 1.821 -0.476 -0.73
C 1.5605 -0.2087 1.6235 -0.912 -1.020 -0.953 -0.85
H 1.5720 -2.0307 0.2856 -0.143 0.897 -0.045 0.18
H 1.4633 -2.4137 1.8925 0.538 0.816 0.277 0.16
H -0.7268 -1.4411 0.3076 -1.134 -0.528 0.244 0.20
H -0.5208 -3.1300 1.0098 0.207 0.117 -0.365 0.19
H 2.5329 -0.2589 2.1076 0.162 0.123 -0.036 0.19
H -0.9005 -1.8100 2.0913 -0.051 0.244 -0.244 0.19
H 0.8282 0.2203 2.2983 -0.022 0.198 0.173 0.20
H 1.5898 0.3993 0.7148 0.159 0.287 0.271 0.20
C -1.5345 2.1009 -1.3380 0.741 -0.623 -0.366 -0.75
C -0.5448 1.5000 -2.3780 -0.049 0.988 0.811 -0.81
H -2.5078 1.6283 -1.5094 -0.022 0.310 0.380 0.19
H -1.1270 1.7997 -0.3639 -0.462 0.109 0.013 0.20
H -1.5815 3.1873 -1.3326 -0.266 0.076 -0.256 0.19
H -0.1407 0.6248 -1.8733 -0.017 -0.537 -0.724 0.20
H 0.3113 2.1580 -2.5274 0.108 0.133 0.034 0.18
H -0.9850 1.3491 -3.3613 -0.049 -0.420 0.055 0.18
```
Forces are in eV/Å.

***

# C5H14

2 unconnected molecules or ions with the total composition C5H14 (ωB97M-V with the def2-TZVPD basis set, OMol25).

Net charge ... -1
HOMO-LUMO gap (alpha / beta) ... 2.6 / 12.1 eV
Expectation value of S² ... 0.750
Spin multiplicity ... 2
ΔE to the lowest compared entry with this formula, charge and spin ... 0.357 eV

```
19
Properties=species:S:1:pos:R:3:forces:R:3:nbo_charge:R:1
C 1.0366 1.0418 -1.9377 0.138 -0.718 -0.607 -0.85
C 1.6237 -0.2919 -2.4799 0.167 1.047 0.884 -0.74
H 0.9075 0.9573 -0.8636 0.088 0.154 0.072 0.20
H 1.7144 1.8593 -2.1858 -0.151 0.156 0.196 0.19
H 0.0434 1.2245 -2.3571 0.105 0.201 -0.083 0.18
H 2.4100 -0.5862 -1.7749 -0.154 -0.379 -0.126 0.19
H 2.1188 -0.1721 -3.4395 -0.234 -0.050 -0.321 0.18
H 0.8260 -1.0229 -2.5128 0.103 -0.447 -0.128 0.19
C -1.2649 -0.2652 1.0503 -0.262 0.457 0.774 -0.50
C -1.2350 -1.4599 2.0078 -1.008 -0.597 -0.159 -0.70
C -0.4252 0.8995 1.6178 -0.316 -0.151 -1.466 -0.88
H -0.9705 -0.4704 0.0226 0.335 -0.404 0.120 0.19
H -2.2924 0.0892 0.9425 -0.082 0.105 0.096 0.18
H -0.6025 -2.2485 1.6058 0.509 0.014 0.448 0.20
H -0.3349 1.6291 0.8036 -0.185 0.385 0.394 0.19
H -0.9586 1.3172 2.4689 0.378 0.133 0.200 0.19
H -2.2027 -1.9639 2.1956 -0.052 0.277 -0.635 0.18
H -1.0036 -1.1521 3.0256 0.749 0.009 -0.098 0.20
H 0.6099 0.6151 1.8109 -0.128 -0.193 0.437 0.20
```
Forces are in eV/Å.